ORCA calculation (ωB97M-V with the def2-TZVPD basis set) on a 2-piece molecular cluster, C6H12Si overall.

- Orbital gap: 8.14 eV
- HOMO level: -0.320 hartree
- E_tot: -525.13056 Ha
- Strongest force on any atom: 5.82 eV/Å
- LUMO level: -0.55 eV

The geometry in XYZ format:
```
19
Properties=species:S:1:pos:R:3:lowdin_charge:R:1
C -2.44098 0.28476 0.03383 -0.45
C -3.26823 -1.06836 -0.09049 -0.45
C 1.16199 0.19563 -1.55282 0.01
C 1.17584 0.24202 -0.21256 -0.45
C 1.59539 1.55337 0.50845 -0.08
C 1.19904 -0.96441 0.64234 -0.10
Si -4.39055 0.51784 0.01571 0.80
H -2.06387 0.40219 1.02844 0.01
H -1.59038 0.44467 -0.65716 0.03
H -2.97493 -1.74974 -0.89194 0.03
H -3.26952 -1.65550 0.84160 0.03
H 1.51763 1.19396 -2.19633 0.13
H 0.89418 -0.63736 -2.04413 0.00
H 1.72049 1.44078 1.58438 0.06
H 0.67225 2.20040 0.27320 0.10
H 2.47868 2.08119 0.21460 0.06
H 2.15097 -1.39790 0.79974 0.05
H 0.62172 -1.83675 0.18500 0.10
H 0.89229 -0.60591 1.74488 0.12
```